This record from the OMol25 dataset describes 2 unconnected molecules or ions with the total composition C2H8N2. The level of theory is wB97M-V/def2-TZVPD.

Structure (XYZ):
```
12
C2H8N2, DFT wB97M-V/def2-TZVPD
H 0.974 -0.520 -0.111
N 0.465 -1.422 -0.176
C -0.636 -1.291 0.480
N -1.637 -2.247 0.643
H -0.908 -0.452 1.137
H -2.534 -1.760 0.545
H -1.682 -2.500 1.641
C 1.179 2.038 -0.831
H 0.229 1.709 -0.468
H 1.969 1.381 -0.440
H 1.386 3.075 -0.487
H 1.194 1.989 -1.934
```

Summary:
**Energy above the lowest of the compared OMol25 structures with the same formula, charge and spin**: 19.6 kcal/mol
**Multiplicity**: 1
**Net charge**: 0

This record from the OMol25 dataset describes 2 unconnected molecules or ions with the total composition C2H8N2. The level of theory is wB97M-V/def2-TZVPD.

Structure (XYZ):
```
12
C2H8N2, DFT wB97M-V/def2-TZVPD
C -2.070 0.395 -1.186
C -1.016 0.195 -0.371
N 0.258 -0.123 -0.815
H -2.076 0.039 -2.210
H -2.770 1.158 -0.880
H -1.015 0.670 0.605
H 0.337 -0.150 -1.815
H 0.949 -0.603 -0.270
N 1.800 -0.442 1.846
H 2.780 -0.530 1.639
H 1.249 -1.105 1.351
H 1.574 0.497 2.107
```

Summary:
**Energy above the lowest of the compared OMol25 structures with the same formula, charge and spin**: 25.0 kcal/mol
**Multiplicity**: 1
**Net charge**: 0